# 1
A cluster of 3 separate species, C12H20ClF2NO6P in total, computed with wB97M-V/def2-TZVPD.

Last column: Löwdin charge in e.
Positions of all 43 atoms, in Å:
1 C -1.008 -0.981 2.238  -0.01
2 C -0.810 -1.109 1.048  -0.27
3 P -0.497 -1.320 -0.890  0.39
4 C 1.187 -0.404 -0.692  -0.47
5 N 2.314 -1.285 -0.383  -0.07
6 C -1.410 0.414 -1.213  -0.80
7 Cl -1.894 0.535 -2.963  0.45
8 C -2.626 0.812 -0.375  -0.38
9 C -3.749 -0.221 -0.289  -0.15
10 H -1.104 -0.851 3.295  -0.02
11 H -0.263 -1.498 -2.324  -0.06
12 H -1.767 -2.010 -0.990  -0.03
13 H 0.171 -2.585 -0.580  -0.04
14 H 1.380 0.097 -1.651  0.06
15 H 1.121 0.351 0.101  0.06
16 H 2.399 -1.966 -1.134  0.02
17 H 2.057 -1.827 0.439  0.04
18 H -0.652 1.194 -1.091  0.04
19 H -2.271 1.061 0.631  0.08
20 H -3.045 1.737 -0.798  0.08
21 H -4.597 0.187 0.272  0.06
22 H -4.101 -0.487 -1.291  0.05
23 H -3.413 -1.136 0.203  0.04
24 C 4.973 -0.693 -4.136  -0.06
25 C 4.156 -0.540 -5.405  -0.32
26 O 3.259 -1.618 -5.331  0.13
27 C 3.111 -1.971 -4.011  -0.54
28 O 2.264 -2.671 -3.590  0.19
29 O 4.068 -1.361 -3.269  0.06
30 F 4.921 -0.664 -6.526  0.06
31 H 5.839 -1.331 -4.332  0.14
32 H 5.289 0.245 -3.690  0.14
33 H 3.594 0.393 -5.479  0.17
34 C -2.122 2.989 5.898  -0.06
35 C -1.757 2.467 4.520  -0.31
36 O -1.315 1.158 4.799  0.12
37 C -1.859 0.742 5.970  -0.55
38 O -1.843 -0.367 6.378  0.19
39 O -2.445 1.794 6.606  0.06
40 F -0.751 3.178 3.961  0.08
41 H -1.250 3.461 6.355  0.14
42 H -2.970 3.668 5.908  0.14
43 H -2.585 2.415 3.810  0.18

As for the total energy: -1976.61449 Ha. Its relative energy (zero: lowest compared OMol25 entry of this formula, charge and spin) is 0.000 eV. The HOMO energy is -0.127 hartree. As for the charge: -1. The calculation puts the strongest force on any atom at 0.3 eV Å⁻¹. The HOMO-LUMO gap is 5.8203 eV.

# 2
A structure of composition C12H20FKO8S2Zn in a non-equilibrium geometry, computed with wB97M-V/def2-TZVPD.

Last column: Löwdin charge in e.
Positions of all 45 atoms, in Å:
1 Zn -16.145 -4.474 -9.554  1.14
2 K -12.443 -5.536 -11.311  0.90
3 F -14.574 -3.936 -10.571  -0.53
4 O -14.628 -4.710 -7.891  -0.35
5 S -13.503 -5.516 -7.446  0.66
6 O -12.352 -5.666 -8.279  -0.27
7 O -12.960 -5.069 -5.998  -0.25
8 C -13.888 -4.521 -5.037  -0.23
9 C -13.213 -4.765 -3.675  -0.03
10 C -14.147 -7.130 -6.845  -0.07
11 H -14.839 -5.045 -5.135  0.11
12 H -13.970 -3.449 -5.218  0.11
13 H -12.193 -5.118 -3.814  0.09
14 H -13.718 -5.582 -3.157  0.08
15 H -13.233 -3.908 -3.008  0.09
16 H -13.330 -7.767 -6.515  0.09
17 H -14.730 -7.629 -7.624  0.07
18 H -14.864 -7.097 -6.023  0.08
19 O -16.385 -2.580 -8.814  -0.37
20 S -15.938 -1.368 -8.094  0.69
21 O -16.764 -0.190 -8.180  -0.22
22 O -15.661 -1.771 -6.576  -0.29
23 C -16.544 -1.251 -5.523  -0.18
24 C -15.901 0.049 -5.049  -0.05
25 C -14.290 -0.951 -8.765  -0.06
26 H -16.610 -2.119 -4.874  0.13
27 H -17.466 -0.956 -6.025  0.12
28 H -16.355 0.590 -4.221  0.09
29 H -15.826 0.781 -5.856  0.08
30 H -14.841 -0.065 -4.800  0.08
31 H -14.518 -0.516 -9.733  0.08
32 H -13.606 -1.791 -8.870  0.07
33 H -13.855 -0.266 -8.039  0.09
34 C -11.803 -0.028 -11.452  0.03
35 C -11.717 -1.352 -11.472  0.01
36 C -10.537 -2.112 -10.942  -0.36
37 O -10.532 -3.304 -10.709  0.03
38 C -9.404 -1.261 -10.426  0.03
39 C -9.441 0.051 -10.593  0.03
40 C -10.683 0.793 -10.936  -0.38
41 O -10.735 1.977 -10.725  0.15
42 H -12.712 0.535 -11.631  0.13
43 H -12.588 -1.970 -11.675  0.11
44 H -8.529 -1.761 -10.031  0.13
45 H -8.613 0.693 -10.316  0.13

As for the total energy: -4346.08458 Ha. Its relative energy (zero: lowest compared OMol25 entry of this formula, charge and spin) is 0.379 eV. The HOMO energy is -0.540 hartree. As for the charge: +2. The calculation puts the strongest force on any atom at 4.1 eV Å⁻¹. The HOMO-LUMO gap is 5.3667 eV.

# 3
A structure of composition C12H20GdN3O4P in a non-equilibrium geometry, computed with wB97M-V/def2-TZVPD.

Last column: Löwdin charge in e.
Positions of all 41 atoms, in Å:
1 C -1.892 -1.837 0.085  -0.09
2 C -0.762 -1.909 -0.943  -0.22
3 N 0.274 -1.062 -0.768  -0.08
4 C 1.424 -1.015 -1.471  -0.30
5 C 1.531 -1.962 -2.465  0.04
6 C 0.497 -2.862 -2.710  0.04
7 C -0.660 -2.835 -1.941  0.04
8 C 2.407 -0.018 -1.099  -0.09
9 P 2.224 1.177 0.174  0.74
10 H -1.493 -3.537 -2.093  0.15
11 H 2.445 -1.992 -3.066  0.15
12 H 0.607 -3.594 -3.511  0.14
13 C -2.915 0.310 -0.567  -0.04
14 C -2.925 -0.386 1.792  -0.03
15 H 3.340 -0.003 -1.654  0.11
16 H -1.598 -2.374 0.990  0.14
17 H -2.806 -2.273 -0.314  0.15
18 C 2.300 2.837 -0.392  -0.21
19 C 3.359 0.966 1.488  -0.23
20 H 2.091 3.542 0.426  0.09
21 H 3.327 2.959 -0.734  0.07
22 H 1.599 3.033 -1.213  0.06
23 H 3.181 1.694 2.292  0.08
24 H 3.344 -0.046 1.911  0.06
25 H 4.334 1.148 1.038  0.07
26 H -3.870 -0.929 1.666  0.13
27 H -2.312 -0.871 2.562  0.10
28 H -3.115 0.651 2.066  0.11
29 H -3.895 -0.169 -0.696  0.13
30 H -3.030 1.354 -0.269  0.09
31 H -2.337 0.253 -1.493  0.10
32 C -0.398 1.979 2.006  -0.09
33 O -0.537 2.927 2.768  0.17
34 Gd -0.275 0.425 0.670  1.31
35 O 0.380 -1.260 2.212  -0.09
36 H 0.999 -0.812 2.829  0.10
37 H 0.955 -1.721 1.560  0.09
38 N -2.222 -0.439 0.500  -0.47
39 O -1.742 3.483 0.228  -0.09
40 N -1.213 3.166 -0.920  -0.08
41 O -0.621 2.005 -0.943  -0.34

As for the expectation value of S²: 20.303. As for the total energy: -2040.67524 Ha. The spin multiplicity is 9. Its relative energy (zero: lowest compared OMol25 entry of this formula, charge and spin) is 5.970 eV. The HOMO energy (alpha / beta) is -0.568 / -0.557 hartree. As for the charge: +2. The calculation puts the strongest force on any atom at 19.1 eV Å⁻¹. The HOMO-LUMO gap (alpha / beta) is 7.3138 / 6.1170 eV.

# 4
The molecule C12H20N2O4 in a non-equilibrium geometry, computed with wB97M-V/def2-TZVPD.

Last column: Löwdin charge in e.
Positions of all 38 atoms, in Å:
1 C -3.568 -0.508 -1.819  -0.09
2 C -3.587 -0.781 -0.264  -0.24
3 C -2.403 -0.155 0.463  -0.20
4 C -1.052 -0.535 -0.191  -0.12
5 C 0.197 -0.258 0.698  -0.19
6 C 1.552 -0.302 -0.089  -0.28
7 C 1.723 -1.581 -0.947  0.00
8 O 1.604 0.795 -1.048  -0.14
9 C 2.945 1.383 -1.193  -0.23
10 C 3.009 1.882 -2.634  -0.08
11 C 0.211 -1.249 1.874  -0.38
12 O -0.064 -2.418 1.732  0.11
13 N 0.491 -0.922 3.164  0.23
14 C 0.416 0.371 3.531  -0.54
15 O 0.349 0.697 4.685  0.10
16 N 0.319 1.391 2.650  0.22
17 C 0.076 1.148 1.326  -0.38
18 O -0.155 2.147 0.684  0.11
19 H -4.487 -0.941 -2.241  0.07
20 H -2.672 -0.930 -2.318  0.07
21 H -3.555 0.546 -1.990  0.06
22 H -3.550 -1.849 -0.086  0.10
23 H -4.531 -0.459 0.168  0.10
24 H -2.402 -0.527 1.473  0.11
25 H -2.541 0.940 0.471  0.12
26 H -0.987 0.024 -1.166  0.14
27 H -1.090 -1.611 -0.440  0.13
28 H 2.377 -0.252 0.641  0.16
29 H 2.653 -1.595 -1.518  0.09
30 H 0.907 -1.626 -1.640  0.07
31 H 1.678 -2.448 -0.299  0.08
32 H 3.044 2.239 -0.498  0.12
33 H 3.778 0.704 -1.038  0.11
34 H 3.113 1.008 -3.308  0.08
35 H 3.857 2.569 -2.783  0.08
36 H 2.095 2.391 -2.918  0.07
37 H 0.258 -1.577 3.871  0.17
38 H -0.006 2.286 2.994  0.18

As for the total energy: -879.75259 Ha. Its relative energy (zero: lowest compared OMol25 entry of this formula, charge and spin) is 0.210 eV. The HOMO energy is -0.360 hartree. As for the charge: 0. The calculation puts the strongest force on any atom at 3.5 eV Å⁻¹. The HOMO-LUMO gap is 10.4365 eV.

# 5
A cluster of 3 separate species, C12H20N5O7 in total in a non-equilibrium geometry, computed with wB97M-V/def2-TZVPD.

Last column: Löwdin charge in e.
Positions of all 44 atoms, in Å:
1 C 3.409 -0.276 1.576  -0.01
2 N 3.259 0.341 0.260  0.07
3 C 2.112 0.802 -0.212  -0.38
4 N 2.027 1.334 -1.441  0.18
5 C 0.756 1.662 -1.576  -0.06
6 N 0.042 1.352 -0.508  -0.05
7 C -1.371 1.463 -0.165  -0.08
8 C -2.165 0.255 -0.663  -0.08
9 C -1.468 -1.018 -0.230  -0.52
10 N -0.891 -1.868 -1.174  0.17
11 O -1.385 -1.270 0.963  0.07
12 N 0.912 0.807 0.402  0.19
13 H 2.445 -0.545 1.983  0.09
14 H 3.940 -1.212 1.444  0.10
15 H 3.982 0.340 2.256  0.09
16 H 4.056 0.413 -0.347  0.16
17 H 0.326 2.119 -2.445  0.16
18 H -1.484 1.525 0.909  0.14
19 H -1.804 2.356 -0.593  0.14
20 H -2.274 0.303 -1.743  0.12
21 H -3.134 0.283 -0.183  0.13
22 H -0.930 -1.496 -2.116  0.10
23 H 0.085 -2.019 -0.955  0.11
24 H 0.625 0.458 1.302  0.17
25 C -4.256 -4.031 -1.696  -0.12
26 C -2.904 -4.628 -2.021  -0.13
27 O -3.168 -5.361 -3.217  0.06
28 C -4.258 -4.814 -3.816  -0.56
29 O -4.633 -5.076 -4.905  0.19
30 O -4.852 -3.911 -2.988  0.06
31 H -4.189 -3.059 -1.213  0.12
32 H -4.869 -4.692 -1.081  0.14
33 H -2.152 -3.869 -2.232  0.10
34 H -2.533 -5.287 -1.240  0.14
35 C 2.171 4.669 2.498  -0.11
36 C 2.616 3.335 1.935  -0.15
37 O 3.595 2.909 2.876  0.04
38 C 3.340 3.535 4.067  -0.55
39 O 3.863 3.263 5.087  0.20
40 O 2.395 4.494 3.898  0.07
41 H 1.124 4.892 2.304  0.13
42 H 2.783 5.498 2.140  0.14
43 H 1.810 2.604 1.920  0.10
44 H 3.051 3.416 0.940  0.13

As for the total energy: -1269.50316 Ha. The HOMO energy is -0.473 hartree. As for the charge: +1. The calculation puts the strongest force on any atom at 1.5 eV Å⁻¹. The HOMO-LUMO gap is 9.4094 eV.

# 6
A cluster of 3 separate species, C12H20NO2 in total in a non-equilibrium geometry, computed with wB97M-V/def2-TZVPD.

Last column: Löwdin charge in e.
Positions of all 35 atoms, in Å:
1 C -1.573 -0.241 -3.067  0.05
2 C -1.681 0.067 -1.847  -0.07
3 C -3.785 -2.351 0.558  -0.42
4 C -2.180 2.802 0.151  -0.18
5 C -1.214 2.387 1.290  -0.18
6 C -2.894 1.514 -0.286  -0.11
7 C -0.163 1.373 0.883  -0.12
8 C -1.777 0.585 -0.665  -0.27
9 C 0.819 -2.181 -0.639  0.04
10 C 1.823 -2.009 1.620  -0.05
11 C 3.036 -0.978 -0.349  -0.07
12 C 1.902 -1.769 0.162  -0.40
13 N -0.938 0.197 0.464  0.07
14 O -2.828 -1.862 0.961  0.18
15 O -4.723 -2.769 0.135  0.30
16 H -0.839 0.235 -3.850  0.13
17 H -2.885 3.588 0.456  0.12
18 H -1.447 3.290 -0.594  0.15
19 H -0.614 3.329 1.695  0.17
20 H -1.900 2.097 2.074  0.11
21 H -3.358 1.085 0.676  0.15
22 H -3.408 1.685 -1.203  0.12
23 H 0.428 1.628 0.084  0.12
24 H 0.486 1.141 1.701  0.13
25 H 0.730 -2.028 -1.632  0.02
26 H -2.186 -1.164 -3.360  0.11
27 H -0.030 -2.581 -0.095  0.06
28 H 2.756 -2.317 1.943  0.07
29 H 1.201 -2.908 1.661  0.09
30 H 1.305 -1.198 2.082  0.07
31 H 3.585 -0.284 0.382  0.11
32 H 3.817 -1.755 -0.614  0.11
33 H 2.882 -0.443 -1.273  0.07
34 H -0.233 -0.519 0.169  0.11
35 H -1.589 -0.309 1.197  0.20

As for the total energy: -674.13288 Ha. Its relative energy (zero: lowest compared OMol25 entry of this formula, charge and spin) is 3.339 eV. The HOMO energy is -0.457 hartree. As for the charge: +1. The calculation puts the strongest force on any atom at 5.8 eV Å⁻¹. The HOMO-LUMO gap is 9.7430 eV.

# 7
The molecule C12H20OS in a non-equilibrium geometry, computed with wB97M-V/def2-TZVPD.

Last column: Löwdin charge in e.
Positions of all 34 atoms, in Å:
1 C 1.438 2.023 5.051  -0.13
2 C 1.289 1.601 3.637  -0.29
3 C 0.522 0.302 3.486  -0.26
4 C 0.543 -0.231 2.054  -0.56
5 C -0.029 -1.687 2.019  -0.20
6 C 0.438 -2.171 0.746  -0.09
7 C 0.339 -1.465 -0.405  -0.21
8 C 1.169 -2.028 -1.561  -0.17
9 O 0.621 -2.097 -2.666  0.02
10 C -0.536 -0.223 -0.534  -0.48
11 C -1.987 -0.662 -0.891  -0.23
12 C -2.912 0.449 -1.388  -0.27
13 C -2.328 1.237 -2.580  -0.10
14 S -0.549 0.823 1.028  0.95
15 H 1.763 2.994 4.984  0.04
16 H 0.461 2.134 5.619  0.11
17 H 2.139 1.420 5.482  0.05
18 H 2.357 1.526 3.262  0.14
19 H 0.685 2.381 3.120  0.11
20 H 0.914 -0.459 4.066  0.09
21 H -0.520 0.530 3.755  0.12
22 H 1.546 -0.230 1.667  0.11
23 H -1.143 -1.747 2.035  0.13
24 H 0.293 -2.230 2.898  0.11
25 H 0.883 -3.191 0.672  0.13
26 H 2.059 -2.695 -1.397  0.13
27 H -0.185 0.377 -1.356  0.08
28 H -2.438 -1.335 -0.099  0.13
29 H -1.938 -1.366 -1.783  0.13
30 H -3.227 1.016 -0.582  0.07
31 H -3.811 0.094 -1.790  0.08
32 H -1.932 2.233 -2.222  0.09
33 H -1.528 0.685 -3.113  0.08
34 H -3.113 1.440 -3.298  0.06

As for the total energy: -942.58567 Ha. Its relative energy (zero: lowest compared OMol25 entry of this formula, charge and spin) is 1.505 eV. The HOMO energy is -0.316 hartree. As for the charge: 0. The calculation puts the strongest force on any atom at 4.0 eV Å⁻¹. The HOMO-LUMO gap is 8.9213 eV.

# 8
A cluster of 2 separate species, C12H20OSi in total in a non-equilibrium geometry, computed with wB97M-V/def2-TZVPD.

Last column: Löwdin charge in e.
Positions of all 34 atoms, in Å:
1 C -1.288 2.465 1.270  0.04
2 C -1.094 -3.032 0.236  -0.08
3 C -2.469 1.424 -1.829  0.00
4 C -2.339 1.808 1.672  -0.31
5 C -2.065 -2.204 0.574  -0.24
6 C 2.370 0.227 0.191  -0.42
7 C -2.005 0.217 -1.528  -0.45
8 C 1.524 -0.562 0.763  -0.08
9 C 1.907 1.227 -0.893  -0.08
10 C 3.898 0.347 0.452  -0.05
11 C -1.170 -0.471 -2.570  -0.13
12 C 1.622 -1.491 1.920  -0.12
13 O -2.519 0.553 1.364  -0.17
14 Si -1.985 -0.441 0.174  0.76
15 H -1.164 3.386 1.663  0.02
16 H -0.493 1.977 0.782  0.03
17 H -1.245 -4.075 0.513  0.07
18 H -0.267 -2.932 -0.349  0.02
19 H -3.135 1.945 -1.214  0.04
20 H -2.388 1.768 -2.835  0.06
21 H -3.012 2.135 2.457  0.12
22 H -2.953 -2.516 1.083  0.05
23 H 0.874 1.353 -0.835  0.00
24 H 2.468 1.124 -1.793  0.06
25 H 2.301 2.317 -0.510  0.13
26 H 4.149 -0.268 1.374  0.08
27 H 4.131 1.373 0.355  0.04
28 H 4.176 -0.327 -0.457  0.11
29 H -0.056 -0.399 -2.219  0.09
30 H -1.452 -0.216 -3.588  0.06
31 H -1.423 -1.620 -2.637  0.10
32 H 1.703 -0.882 2.874  0.10
33 H 0.781 -2.218 1.755  0.05
34 H 2.616 -1.994 1.786  0.08

As for the total energy: -833.70914 Ha. Its relative energy (zero: lowest compared OMol25 entry of this formula, charge and spin) is 7.352 eV. The HOMO energy (alpha / beta) is -0.222 / -0.284 hartree. As for the charge: 0. The calculation puts the strongest force on any atom at 5.1 eV Å⁻¹. The HOMO-LUMO gap (alpha / beta) is 6.1454 / 7.8009 eV.